Entry 1:
Molecular formula: C5H31NO12
Method: DFT, wB97M-V/def2-TZVPD

SMILES   O=CN1CCCC1.O.O.O.O.O.O.O.O.O.O.O
Frontier orbital gap   9.65 eV
HOMO energy   -0.3522 Eh
Energy above the lowest of the compared OMol25 structures with the same formula, charge and spin   5.756 eV
LUMO energy   0.002 Ha

```
! wB97M-V def2-TZVPD RIJCOSX def2/J DEFGRID3
* xyz 0 1
H 0.365 1.829 -1.501
H 2.788 -0.656 0.474
O -0.025 -0.465 1.498
H -0.539 2.060 2.919
H 0.648 1.194 -3.312
H -2.206 -1.221 -4.210
H 3.944 -0.206 -0.226
O -1.451 -3.504 0.469
O -3.535 1.134 2.908
C -2.737 1.663 -0.962
O 1.207 -2.524 -2.835
O 1.913 -1.354 2.865
H -1.605 -1.734 -3.024
O 1.221 -4.041 1.573
O 3.048 0.093 0.004
H 1.422 -2.488 -1.854
O -1.088 2.751 3.338
C -1.711 2.805 -1.184
H 0.957 1.435 1.422
H 2.984 -3.827 -0.210
H -1.678 3.298 -2.247
C -0.353 2.235 -0.752
N -0.634 0.977 -0.063
O 2.546 -3.056 -0.525
O 2.511 2.982 0.078
H -3.560 2.105 -0.502
H 1.996 -2.777 0.221
C 0.095 0.739 1.074
H 1.110 -0.806 2.499
H -0.696 -4.068 0.701
H -1.881 3.640 -0.500
H 0.251 2.925 -0.357
H -0.535 3.571 3.275
H -1.019 -3.235 -0.419
H 2.888 2.215 0.399
H 0.497 -3.566 1.931
H 0.772 2.746 -3.481
H -3.403 0.188 2.842
H -2.651 1.451 2.849
H 3.230 3.401 -0.450
H -1.971 -0.469 -0.847
C -1.977 0.538 -0.369
H 1.704 -1.768 -3.220
H 1.817 -1.162 3.800
H 1.874 -3.806 2.256
O -1.880 -0.942 -3.408
H -2.416 0.088 0.615
O 0.868 1.874 -4.000
H -3.237 1.336 -1.973
*
```

***

Entry 2:
Molecular formula: C19H23CoF5NP
Method: DFT, wB97M-V/def2-TZVPD

⟨S²⟩   3.779
Frontier orbital gap (spin up / spin down)   6.64 / 8.63 eV
HOMO energy (spin up / spin down)   -0.2321 / -0.3097 Eh
LUMO energy (spin up / spin down)   0.012 / 0.007 Ha

```
! wB97M-V def2-TZVPD RIJCOSX def2/J DEFGRID3
* xyz 0 4
C -2.532 0.644 -3.430
C -0.492 -0.658 2.416
H 1.536 1.643 -2.649
F 0.187 1.333 3.583
H 2.694 3.323 0.964
C -1.394 -2.107 -1.092
F -1.856 -3.722 3.992
H -2.117 2.788 -3.256
C -0.592 2.827 -1.023
H 1.691 -2.474 1.165
C -1.259 1.634 -1.642
H -1.916 -2.853 -1.695
H 2.014 3.298 -2.235
N 1.031 -1.534 -0.612
H 2.389 -0.278 -1.623
C -1.074 0.381 -1.057
C -0.693 -0.405 4.880
H -2.785 -1.512 -3.323
C 1.653 -1.053 -1.853
H 2.151 -1.890 -2.367
P 1.010 2.267 -0.319
C -2.006 1.782 -2.828
H -0.382 3.602 -1.771
C -1.378 -2.467 3.916
Co 0.065 0.094 0.546
H 2.722 -2.800 -0.238
H 1.053 3.864 1.440
C 0.047 -2.602 -0.942
C 1.707 3.623 0.598
H 3.016 1.932 -1.682
H -1.831 -2.106 -0.094
C 1.986 2.263 -1.863
C 2.112 -2.031 0.260
C -0.343 0.077 3.603
C -0.992 -1.945 2.669
F -1.109 -2.899 1.694
H 0.890 -0.636 -2.513
C -1.225 -1.676 5.061
H -1.164 3.262 -0.192
H 2.756 -1.188 0.538
H -3.084 0.747 -4.362
F -0.498 0.392 5.946
F -1.556 -2.151 6.276
H 1.815 4.488 -0.066
C -1.591 -0.753 -1.686
H 1.380 1.029 0.646
H -0.132 1.483 1.072
C -2.359 -0.612 -2.857
H 0.080 -3.327 -0.122
H 0.376 -3.096 -1.872
*
```

***

Entry 3:
Molecular formula: C4H10O
Method: DFT, wB97M-V/def2-TZVPD

SMILES   [H][H].CC=O.C=C
Frontier orbital gap   10.83 eV
HOMO energy   -0.3563 Eh
Energy above the lowest of the compared OMol25 structures with the same formula, charge and spin   2.954 eV
LUMO energy   0.042 Ha

```
! wB97M-V def2-TZVPD RIJCOSX def2/J DEFGRID3
* xyz 0 1
H -0.689 1.290 -0.744
O -0.789 0.943 1.251
H -2.167 -1.057 0.645
H -2.969 0.156 -0.385
H 0.672 2.024 1.171
H -1.812 -0.970 -1.122
H 0.756 -1.281 0.912
C -1.048 0.669 0.108
H 1.421 1.981 1.036
C -2.040 -0.401 -0.219
C 2.011 -0.309 -0.477
H 2.231 -0.047 -1.510
C 1.075 -1.188 -0.124
H 2.671 0.122 0.270
H 0.678 -1.932 -0.811
*
```

***

Entry 4:
Molecular formula: C14H16N2OS2
Method: DFT, wB97M-V/def2-TZVPD

SMILES   CN1CCN(C(=O)c2ccc(-c3cccs3)s2)CC1
Frontier orbital gap   7.86 eV
HOMO energy   -0.2929 Eh
Energy above the lowest of the compared OMol25 structures with the same formula, charge and spin   10.779 eV
LUMO energy   -0.004 Ha

```
! wB97M-V def2-TZVPD RIJCOSX def2/J DEFGRID3
* xyz 0 1
O -0.385 2.138 1.951
H 1.403 3.673 -0.292
C -1.415 -0.500 1.521
C -3.152 -2.205 -1.262
H -5.403 -4.998 -2.054
H 1.332 3.381 1.112
C 1.575 0.765 -0.701
C 3.118 1.074 2.326
C -0.103 1.464 0.982
C -2.296 -1.498 -0.494
C -2.289 -1.630 1.060
S -3.979 -3.761 -0.460
H -0.957 -0.561 2.567
N 0.764 1.846 0.222
H 2.029 1.223 -1.572
H 3.622 0.156 -0.686
C -4.766 -3.984 -2.104
H 3.617 3.580 0.822
S -1.425 -0.246 -0.988
C -0.967 0.353 0.559
H 1.014 -0.156 -0.899
H 3.591 1.971 3.013
C 2.808 0.233 -0.091
N 3.343 1.236 0.890
C -4.211 -3.279 -3.131
C 3.354 2.546 0.410
C 1.757 2.918 0.245
H 2.685 -0.547 0.519
H -2.720 -2.280 1.623
C -3.540 -2.166 -2.391
H 3.572 2.656 -0.643
H 2.040 1.271 2.605
H 3.460 0.163 2.623
H -4.457 -3.355 -4.012
H -3.016 -1.482 -3.268
*
```

***

Entry 5:
Molecular formula: C29H40Hg2N6O11
Method: DFT, wB97M-V/def2-TZVPD

Frontier orbital gap   1.17 eV
HOMO energy   -0.4812 Eh
LUMO energy   -0.438 Ha

```
! wB97M-V def2-TZVPD RIJCOSX def2/J DEFGRID3
* xyz 2 1
H -2.503 0.055 -6.713
C -0.533 -1.132 2.504
C -2.243 -0.462 -5.802
H 4.156 3.475 2.770
C 5.657 1.239 -3.862
H -2.376 -3.462 -4.302
H -2.778 -2.419 -6.540
H 0.380 -1.097 1.909
N 6.242 3.049 -5.509
H 3.356 1.240 -1.470
O -2.096 0.519 3.800
O -1.515 2.311 -3.712
C 5.505 2.559 -4.385
H 3.887 0.379 5.422
H -9.422 0.394 0.355
H 2.398 4.636 3.770
C -2.616 -8.784 -1.647
C 4.507 -0.505 5.568
H 6.201 5.685 4.257
C -1.285 -7.408 -0.009
H -1.237 0.190 -2.581
O 7.306 2.483 -5.863
H -4.444 -7.563 -0.174
C 6.488 -0.338 4.166
H -1.484 -6.744 0.846
C 2.919 5.592 3.717
C -7.470 1.193 -0.133
O -11.349 -0.028 -1.276
H -1.668 -8.950 -2.158
C -8.359 1.250 -2.771
C 3.827 2.957 -2.708
H 4.192 4.382 -4.149
O 5.898 -0.813 3.234
H -7.105 1.288 0.879
C -2.174 -2.411 -4.448
O 5.841 4.009 -6.135
H -1.293 -1.646 1.916
Hg -2.066 -1.695 6.452
C -6.626 1.639 -1.116
O -0.244 -2.041 3.611
H 5.765 3.954 3.236
C 6.486 0.564 6.504
H -8.684 1.167 -3.798
N -1.398 1.668 -4.758
H -3.294 -8.179 -2.250
Hg -5.305 2.395 6.139
C 4.016 1.658 -2.216
C 5.183 5.996 4.542
H -1.619 -2.161 -2.374
C -1.097 0.299 2.822
C -1.812 0.241 -4.623
H 6.231 -0.044 7.372
C -1.613 -0.365 -3.428
H 5.103 -0.189 -2.421
C -7.083 1.710 -2.460
H -1.538 0.531 1.853
C 4.836 4.327 2.805
N -2.449 -8.034 -0.380
O -10.674 -0.230 -3.346
H 2.466 6.180 4.515
C 4.521 3.401 -3.840
H -3.136 -9.737 -1.560
H 2.613 6.148 2.831
C -1.847 -1.694 -3.321
H -0.324 1.058 2.694
H 7.572 0.617 6.587
H -5.666 2.016 -0.794
N -10.506 0.144 -2.173
H 4.216 -1.194 4.775
C -9.179 0.689 -1.758
O -1.051 2.112 -5.875
H 4.170 -0.887 6.532
C -8.778 0.679 -0.464
H -6.516 2.116 -3.285
H 7.546 -0.035 4.200
O 4.883 6.887 5.333
H 3.161 3.665 -2.237
H -3.576 -7.235 1.282
O -0.224 -7.417 -0.595
H 6.414 0.642 -4.348
H -3.869 -8.891 0.980
C 4.950 0.824 -2.763
N 5.883 -0.074 5.348
N 4.330 5.334 3.748
C -3.653 -7.954 0.466
C -2.402 -1.858 -5.698
H 6.004 1.520 6.707
H 5.076 4.610 1.781
*
```

***

Entry 6:
Molecular formula: C2H8N3
Method: DFT, wB97M-V/def2-TZVPD

SMILES   CNC(N)=[NH2+]
Frontier orbital gap   11.92 eV
HOMO energy   -0.5546 Eh
Energy above the lowest of the compared OMol25 structures with the same formula, charge and spin   0.100 eV
LUMO energy   -0.116 Ha

```
! wB97M-V def2-TZVPD RIJCOSX def2/J DEFGRID3
* xyz 1 1
H -1.283 -0.711 -2.239
H -1.359 0.864 -1.425
H 0.658 1.741 1.495
N 0.208 1.276 0.737
C -0.738 -0.010 -1.608
H 0.066 0.313 -2.282
H -0.365 1.818 0.127
H -0.154 -1.647 -0.506
H 1.428 -0.387 2.297
H 0.816 -1.759 1.536
C 0.239 -0.045 0.641
N 0.797 -0.774 1.620
N -0.312 -0.679 -0.393
*
```

***

Entry 7:
Molecular formula: C13H29BClN2O6
Method: DFT, wB97M-V/def2-TZVPD

Frontier orbital gap   6.90 eV
HOMO energy   -0.1766 Eh
LUMO energy   0.077 Ha

```
! wB97M-V def2-TZVPD RIJCOSX def2/J DEFGRID3
* xyz -1 1
H 2.701 5.136 4.225
H -0.116 0.378 -5.491
N 2.373 4.491 4.927
H 0.588 -2.023 -2.523
H -1.483 -3.978 -3.177
C 1.260 3.805 4.549
C 0.681 2.811 5.521
H -1.884 -1.517 -2.073
N 1.604 3.199 -0.976
O 3.771 3.710 -1.242
H -4.801 -3.124 -0.762
O -1.349 -0.222 -3.661
H 0.291 3.895 0.524
H 1.409 2.028 5.741
H -0.197 2.350 5.075
Cl 1.148 0.658 -3.337
H -1.055 -5.874 -2.067
H 3.634 5.190 0.781
C -0.162 -2.190 -3.320
H -5.374 -4.319 -2.052
B -0.118 -0.250 -4.474
C -3.411 -4.752 -1.067
O 0.764 4.005 3.453
H -3.081 -5.362 -1.937
H -1.413 -5.442 0.593
C -4.517 -3.778 -1.613
C 2.658 4.740 0.609
H -0.553 -3.916 0.305
C -0.443 -5.250 -1.386
C -0.397 -3.754 -3.224
H -3.845 -5.460 -0.325
H 1.712 2.616 -1.797
H 0.043 -4.284 -4.101
C 0.301 3.244 -0.347
H 3.115 5.382 6.650
O 0.261 -4.205 -2.028
H 2.665 3.676 6.851
O 0.183 -1.697 -4.598
C 2.733 3.850 -0.606
H -4.016 -3.109 -2.347
H 1.932 5.539 0.448
C -1.234 -4.650 -0.179
H 2.383 4.157 1.489
H 0.024 2.233 -0.045
O -2.402 -3.925 -0.528
H 4.136 4.107 5.954
C 3.107 4.399 6.173
H -2.312 -1.981 -3.863
H 0.320 -5.935 -0.939
H -0.428 3.603 -1.077
H 0.379 3.312 6.442
C -1.586 -1.520 -3.146
*
```

***

Entry 8:
Molecular formula: C5H9MgMnO4
Method: DFT, wB97M-V/def2-TZVPD

⟨S²⟩   8.764
Frontier orbital gap (spin up / spin down)   6.96 / 6.95 eV
HOMO energy (spin up / spin down)   -0.4289 / -0.4429 Eh
Energy above the lowest of the compared OMol25 structures with the same formula, charge and spin   1.784 eV
LUMO energy (spin up / spin down)   -0.173 / -0.187 Ha

```
! wB97M-V def2-TZVPD RIJCOSX def2/J DEFGRID3
* xyz 1 6
H 0.728 -2.366 1.594
H 1.180 -0.044 -2.865
H 2.227 -1.458 1.057
Mg -0.295 0.997 0.838
O -0.834 1.831 -1.008
O 0.789 -0.336 1.955
O 1.177 -0.099 -0.769
C 0.838 0.477 -1.971
O -1.999 0.138 0.361
H 0.737 0.447 3.832
H 0.643 -2.123 -0.871
Mn -2.578 1.743 -0.344
C 1.195 -0.400 3.309
H 2.291 -0.315 3.340
C 1.127 -1.456 1.121
H 0.853 -1.338 3.769
H -1.084 -1.254 -0.266
C 0.025 1.550 -2.001
H -0.240 1.967 -2.978
C 0.486 -1.247 -0.230
*
```

***

Entry 9:
Molecular formula: C7H13NO2
Method: DFT, wB97M-V/def2-TZVPD

Frontier orbital gap (spin up / spin down)   7.43 / 8.31 eV
HOMO energy (spin up / spin down)   -0.2587 / -0.2839 Eh
Energy above the lowest of the compared OMol25 structures with the same formula, charge and spin   3.784 eV
LUMO energy (spin up / spin down)   0.014 / 0.022 Ha

```
! wB97M-V def2-TZVPD RIJCOSX def2/J DEFGRID3
* xyz 0 1
N 1.408 0.602 0.753
H 3.094 1.098 1.777
H 0.352 -2.450 0.051
H 0.227 -1.670 1.633
H 0.543 -0.279 -2.393
H -1.825 1.232 0.492
C -0.653 -0.521 0.023
H -2.519 -0.286 1.080
H 1.895 0.779 -1.939
C 1.285 -0.067 -1.626
C -0.290 -1.857 0.695
O 0.116 3.218 0.453
C -1.592 0.264 0.937
H -1.189 -2.432 0.906
H -0.846 3.032 -1.334
O 3.540 0.127 0.057
H -1.183 -0.731 -0.911
C 0.621 0.210 -0.323
C -0.298 2.605 -0.486
H 0.894 1.067 1.492
H -1.148 0.431 1.917
C 2.764 0.613 0.841
H 1.959 -0.923 -1.539
*
```

***

no.,E_tot (a.u.),strongest force on any atom (eV/A)
1,-1166.6444,5.4
2,-3015.7838,2.9
3,-233.5364,1.0
4,-1523.8285,16.9
5,-2590.6481,7.8
6,-245.0639,1.4
7,-1558.8640,2.9
8,-1847.6246,4.4
9,-479.6575,2.3